(1)
Molecular formula: C4H10N2O2
Method: DFT, ωB97M-V/def2-TZVPD

Computed properties:
LUMO energy ... 0.0318 Eh
ΔE to the lowest compared entry with this formula, charge and spin ... 264.32 kJ/mol
Gap between HOMO and LUMO ... 9.59 eV
HOMO level ... -8.73 eV
2S+1 ... 1

CARTESIAN COORDINATES (ANGSTROEM)
C 2.179 -0.990 -0.127
C 1.192 0.127 0.067
O 1.762 1.327 -0.189
N 0.244 0.137 1.084
H 1.208 2.000 0.229
H 0.241 -0.737 1.599
H 2.908 -0.948 0.685
H 2.695 -0.861 -1.076
H 1.671 -1.950 -0.119
C -1.718 1.313 -0.213
C -0.971 -0.005 -0.255
N -1.801 -1.098 -0.133
O 0.003 -0.158 -1.173
H -1.362 -1.997 -0.256
H -2.556 -1.058 0.534
H -1.015 2.138 -0.262
H -2.313 1.402 0.695
H -2.367 1.359 -1.090

These are the natural (NBO) partial charges, in e, on atoms 1 to 2: -0.665 0.712


(2)
Molecular formula: C4H10N2O2
Method: DFT, ωB97M-V/def2-TZVPD

Computed properties:
LUMO energy (spin up / spin down) ... -0.0034 / -0.0035 Eh
ΔE to the lowest compared entry with this formula, charge and spin ... 632.26 kJ/mol
Gap between HOMO and LUMO (spin up / spin down) ... 7.47 / 7.47 eV
HOMO level (spin up / spin down) ... -7.56 / -7.56 eV
2S+1 ... 1

CARTESIAN COORDINATES (ANGSTROEM)
C -0.338 -1.460 -0.458
C -0.633 1.232 1.491
C 0.893 0.888 -0.492
N -0.639 -1.443 0.864
N 1.234 2.150 -0.584
C 0.829 -0.318 -0.897
O -1.494 -1.173 -1.206
O 0.285 -2.641 -0.964
H -0.188 -3.385 -0.567
H -1.251 -1.208 -2.140
H 0.129 -1.879 1.371
H -0.567 0.043 1.148
H 0.946 2.685 -1.392
H 1.399 2.678 0.264
H 1.599 -0.794 -1.487
H 0.252 1.671 1.954
H -1.104 1.933 0.806
H -1.352 1.017 2.288

These are the natural (NBO) partial charges, in e, on atoms 1 to 2: 0.655 -0.944


(3)
Molecular formula: C4H10N2O2
Method: DFT, ωB97M-V/def2-TZVPD

Computed properties:
LUMO energy ... 0.0241 Eh
ΔE to the lowest compared entry with this formula, charge and spin ... 401.45 kJ/mol
Gap between HOMO and LUMO ... 8.14 eV
HOMO level ... -7.48 eV
2S+1 ... 1

CARTESIAN COORDINATES (ANGSTROEM)
C -0.503 -1.261 -0.985
C 1.329 -0.977 0.551
C -0.821 2.349 -0.256
C -0.070 -1.243 0.292
N 0.253 2.334 -0.869
N -0.923 -1.607 1.495
O -1.822 -1.179 -1.231
O 0.413 -0.956 -2.046
H 1.760 -0.034 0.266
H 2.004 -1.744 0.131
H 1.545 -1.066 1.582
H -1.823 2.302 -0.726
H -0.781 1.990 0.736
H 0.178 2.578 -1.952
H 1.370 -1.118 -1.767
H -1.894 -1.816 1.262
H -0.857 -0.771 2.178
H -1.935 -1.341 -2.191

These are the natural (NBO) partial charges, in e, on atoms 1 to 2: 0.513 -0.675


(4)
Molecular formula: C4H10N2O2
Method: DFT, ωB97M-V/def2-TZVPD

Computed properties:
LUMO energy ... 0.0333 Eh
ΔE to the lowest compared entry with this formula, charge and spin ... 452.15 kJ/mol
Gap between HOMO and LUMO ... 8.99 eV
HOMO level ... -8.09 eV
2S+1 ... 1

CARTESIAN COORDINATES (ANGSTROEM)
C -1.486 1.521 1.165
C 0.183 0.455 -0.138
C 1.354 -1.283 -1.253
C -0.457 -1.877 0.382
H -1.575 1.937 0.142
H -2.385 0.971 1.579
H -1.053 2.316 1.833
H 1.109 3.210 -0.696
H 2.354 -1.128 -0.713
H 1.286 -0.802 -2.166
H 1.268 -2.394 -1.552
H -0.361 -2.844 -0.141
H 0.030 -2.028 1.363
H -1.490 -1.726 0.613
N 0.705 1.346 -0.882
N 0.188 -0.881 -0.479
O -0.255 0.636 1.092
O 0.585 2.572 -0.148

These are the natural (NBO) partial charges, in e, on atoms 1 to 2: -0.270 0.640


(5)
Molecular formula: C4H10N2O2
Method: DFT, ωB97M-V/def2-TZVPD

Computed properties:
LUMO energy ... 0.0119 Eh
ΔE to the lowest compared entry with this formula, charge and spin ... 882.59 kJ/mol
Gap between HOMO and LUMO ... 9.47 eV
HOMO level ... -9.15 eV
2S+1 ... 1

CARTESIAN COORDINATES (ANGSTROEM)
C -0.868 0.446 -0.291
C 0.058 0.392 0.905
C 0.291 -0.299 -0.348
C 1.295 0.250 -1.267
H -2.078 -0.310 1.070
H -2.842 0.608 -0.009
H -0.876 1.190 -0.956
H 0.523 1.148 1.622
H -0.177 -1.275 1.592
H -1.051 -2.289 -0.325
H 0.886 -2.091 -1.113
H 2.424 -0.202 -1.373
H 0.912 0.465 -2.493
H 0.688 2.415 -0.809
N -2.190 -0.231 0.053
N 0.199 -1.792 -0.142
O -0.360 -0.420 1.986
O 1.719 1.640 -0.808

These are the natural (NBO) partial charges, in e, on atoms 1 to 2: -0.108 0.044


(6)
Molecular formula: C4H10N2O2
Method: DFT, ωB97M-V/def2-TZVPD

Computed properties:
LUMO energy ... 0.0305 Eh
ΔE to the lowest compared entry with this formula, charge and spin ... 583.91 kJ/mol
Gap between HOMO and LUMO ... 10.29 eV
HOMO level ... -9.46 eV
2S+1 ... 1

CARTESIAN COORDINATES (ANGSTROEM)
C 0.739 -1.117 -1.047
C 0.849 -0.813 1.544
C -0.529 1.898 -0.552
C 0.740 -0.172 0.191
N -0.490 0.642 0.173
N -1.860 -0.134 0.077
O -2.861 0.530 -0.067
O -1.746 -1.295 0.185
H 1.597 -0.951 -1.761
H 0.853 -2.196 -0.742
H -0.204 -0.910 -1.685
H 1.053 -1.846 1.425
H 0.015 -0.610 2.259
H 1.773 -0.402 2.173
H 0.232 2.648 -0.155
H -0.299 1.747 -1.634
H -1.461 2.397 -0.410
H 1.598 0.583 0.026

These are the natural (NBO) partial charges, in e, on atoms 1 to 2: -0.630 -0.616


(7)
Molecular formula: C4H10N2O2
Method: DFT, ωB97M-V/def2-TZVPD

Computed properties:
LUMO energy ... 0.0134 Eh
ΔE to the lowest compared entry with this formula, charge and spin ... 212.30 kJ/mol
Gap between HOMO and LUMO ... 8.97 eV
HOMO level ... -8.60 eV
2S+1 ... 1

CARTESIAN COORDINATES (ANGSTROEM)
C -3.380 0.520 -1.871
C -2.105 0.478 -1.076
C -1.404 1.626 -0.774
N -0.231 1.219 -0.208
C -0.207 -0.153 -0.270
N -1.347 -0.606 -0.717
H -3.189 1.112 -2.758
H -3.735 -0.455 -2.254
H -4.176 1.004 -1.302
H -1.612 2.691 -0.731
H 0.461 1.820 0.238
H 0.629 -0.797 -0.120
H 1.704 -3.498 1.301
H 1.112 -2.121 0.635
O 1.050 -2.796 1.319
H 4.521 0.569 2.507
H 5.831 -0.177 3.025
O 5.469 0.451 2.398

These are the natural (NBO) partial charges, in e, on atoms 1 to 2: -0.639 0.093


(8)
Molecular formula: C4H10N2O2
Method: DFT, ωB97M-V/def2-TZVPD

Computed properties:
LUMO energy ... 0.0250 Eh
ΔE to the lowest compared entry with this formula, charge and spin ... 386.38 kJ/mol
Gap between HOMO and LUMO ... 8.25 eV
HOMO level ... -7.57 eV
2S+1 ... 1

CARTESIAN COORDINATES (ANGSTROEM)
C 1.891 -0.257 -0.015
C -0.502 -1.662 0.263
C -1.850 0.245 -0.529
C 0.519 0.407 -0.269
N 0.605 1.624 -0.832
N -0.547 -0.365 -0.377
O 2.362 -0.133 1.190
O 2.435 -0.809 -0.933
H -1.403 -2.218 0.013
H 0.367 -2.217 -0.092
H -0.436 -1.543 1.351
H -2.585 -0.522 -0.754
H -2.122 0.759 0.399
H -1.842 0.958 -1.350
H 0.265 1.038 1.711
H 1.403 2.176 -0.566
H -0.240 2.161 -0.950
H 1.680 0.358 1.740

These are the natural (NBO) partial charges, in e, on atoms 1 to 2: 0.729 -0.422


(9)
Molecular formula: C4H10N2O2
Method: DFT, ωB97M-V/def2-TZVPD

Computed properties:
LUMO energy ... 0.0193 Eh
ΔE to the lowest compared entry with this formula, charge and spin ... 238.56 kJ/mol
Gap between HOMO and LUMO ... 10.02 eV
HOMO level ... -9.49 eV
2S+1 ... 1

CARTESIAN COORDINATES (ANGSTROEM)
C 0.809 -2.653 0.585
C -0.293 -1.586 0.640
O -0.449 -0.580 1.253
N -1.344 -2.067 -0.248
H -2.253 -1.556 -0.336
H -1.079 -2.378 -1.189
H 0.474 -3.506 0.164
H 0.898 -3.086 1.630
H 1.786 -2.336 0.498
C -0.687 1.709 0.069
C 0.026 2.869 -0.522
O -0.369 3.975 -0.591
N 1.377 2.507 -0.652
H -1.725 1.576 -0.297
H -0.583 1.738 1.227
H 1.879 3.026 -1.268
H 1.666 1.506 -0.478
H -0.132 0.844 -0.487

These are the natural (NBO) partial charges, in e, on atoms 1 to 2: -0.736 0.706


(10)
Molecular formula: C4H10N2O2
Method: DFT, ωB97M-V/def2-TZVPD

Computed properties:
LUMO energy ... 0.0339 Eh
ΔE to the lowest compared entry with this formula, charge and spin ... 155.12 kJ/mol
Gap between HOMO and LUMO ... 9.31 eV
HOMO level ... -8.39 eV
2S+1 ... 1

CARTESIAN COORDINATES (ANGSTROEM)
C -0.437 1.962 -0.582
C -1.264 1.687 0.424
N -1.449 2.422 1.594
N -0.128 0.992 -1.600
H 0.078 2.917 -0.664
H -1.874 0.771 0.418
H -0.632 2.932 1.902
H -1.822 1.963 2.407
H 0.874 0.950 -1.754
H -0.559 1.220 -2.493
O 1.805 -1.108 -0.567
C 0.877 -1.690 -0.057
O -0.422 -1.498 -0.334
C 1.062 -2.718 1.053
H -0.482 -0.604 -0.781
H 0.561 -3.649 0.788
H 0.677 -2.272 1.970
H 2.125 -2.884 1.137

These are the natural (NBO) partial charges, in e, on atoms 1 to 2: -0.149 0.000


(11)
Molecular formula: C4H10N2O2
Method: DFT, ωB97M-V/def2-TZVPD

Computed properties:
LUMO energy ... 0.0282 Eh
ΔE to the lowest compared entry with this formula, charge and spin ... 627.22 kJ/mol
Gap between HOMO and LUMO ... 9.21 eV
HOMO level ... -8.44 eV
2S+1 ... 1

CARTESIAN COORDINATES (ANGSTROEM)
C -0.860 1.196 -0.704
C 0.492 -2.018 1.356
C -0.610 2.374 0.178
N 0.382 -0.376 -0.482
C 0.819 -0.640 0.832
N 0.167 -1.497 -1.304
O 0.878 0.777 -1.157
O 1.346 0.225 1.492
H 1.039 -1.665 -1.811
H -0.517 -1.229 -2.007
H -1.639 0.538 -0.315
H -1.072 1.409 -1.745
H 0.679 -2.022 2.427
H -0.543 -2.288 1.150
H 1.118 -2.768 0.871
H 0.014 3.111 -0.318
H -1.580 2.813 0.442
H -0.113 2.061 1.095

These are the natural (NBO) partial charges, in e, on atoms 1 to 2: 0.016 -0.705


(12)
Molecular formula: C4H10N2O2Sn
Method: DFT, ωB97M-V/def2-TZVPD

Computed properties:
LUMO energy ... -0.4579 Eh
ΔE to the lowest compared entry with this formula, charge and spin ... 458.65 kJ/mol
Net charge ... +2
Gap between HOMO and LUMO ... 2.40 eV
HOMO level ... -14.85 eV
2S+1 ... 1

CARTESIAN COORDINATES (ANGSTROEM)
Sn -30.671 5.909 -2.371
O -34.590 2.195 -3.864
C -34.712 1.019 -4.126
N -33.670 0.240 -4.190
C -36.012 0.407 -4.312
H -32.791 0.678 -3.956
H -33.667 -0.759 -4.337
H -36.525 0.699 -5.229
H -36.693 0.697 -3.513
H -36.004 -0.683 -4.311
O -30.962 2.140 1.896
C -31.028 1.027 2.400
N -30.456 -0.006 1.805
C -31.902 0.808 3.651
H -30.627 -0.885 2.272
H -29.802 0.122 1.046
H -32.935 0.634 3.351
H -31.964 1.707 4.265
H -31.577 -0.055 4.232

These are the natural (NBO) partial charges, in e, on atoms 1 to 2: 1.541 -0.546